C4H4FNO4S | ωB97M-V/def2-TZVPD

XYZ file:
```
15
Properties=species:S:1:pos:R:3
C 1.83272 -0.55243 1.43993
C -0.04503 1.37908 -0.62234
C -1.44928 1.09315 -0.12736
C -0.70925 0.01897 -0.97393
N 0.53841 -1.05425 1.27467
O 2.19958 0.39165 0.63340
O 2.50030 -0.97767 2.43059
O 0.69472 -2.23255 -0.98166
O -1.48573 -2.14577 0.25645
F -1.24822 -0.22043 -2.25805
S -0.17401 -1.47217 0.00078
H 0.18567 1.92193 -1.49649
H 0.92768 1.29751 -0.06613
H -1.58809 0.87226 1.04468
H -2.17948 1.68072 -0.55455
```

Summary:
SMILES: O=C([O-])N=[S@@](=O)([O-])C1(F)CC1
Relative energy (zero: lowest compared OMol25 entry of this formula, charge and spin), kcal per mole: 0.0
Orbital gap, eV: 6.554
Molar mass, g mol⁻¹: 181.1
Charge: -2